1.
Density functional theory data (wB97M-V/def2-TZVPD) for a molecular structure, C17H33BN6Si2Sn in a non-equilibrium geometry.

Results
- maximum force (eV Å⁻¹) = 4.58
- HOMO energy (eV) = -7.624
- E_tot (Eh) = -1814.27468

```
! RIJCOSX wB97M-V def2-TZVPD def2/J DEFGRID3
* xyz 0 1
B 2.76 -1.53 0.44
H -0.29 3.05 -1.22
H -4.13 1.86 -3.74
H 0.81 2.07 -2.17
H -5.45 -0.23 -0.89
C -5.18 0.17 0.10
C 0.17 -2.81 2.86
C 3.85 1.83 1.68
H -0.26 -3.46 3.65
C -0.41 -1.67 2.30
Sn 0.10 0.75 0.11
H 2.18 -3.78 2.38
N 0.41 -1.15 1.37
H -3.61 -0.24 2.98
H -5.30 1.26 0.09
H -2.23 -2.47 0.65
H -0.40 1.35 -3.51
H -2.31 1.66 -0.37
H 1.29 2.66 -0.47
N 2.27 -1.56 -1.01
H -5.01 1.47 -2.19
H 2.00 -2.35 -4.20
H 5.06 -0.09 1.61
H 0.14 -0.54 -3.29
H 2.05 2.98 1.25
H -0.84 1.50 1.31
N 1.55 -1.98 1.36
N 1.22 -0.76 -1.41
H -3.37 -1.20 -3.97
N 2.09 0.90 0.67
C -2.12 0.57 -0.62
H 3.60 -2.85 -1.95
N 3.08 -0.04 0.81
C 0.52 2.34 -1.20
C -4.07 1.81 -2.64
H -1.34 -1.22 2.62
C 1.92 -1.96 -3.17
C 1.40 -2.97 2.27
H -3.58 -2.51 -0.44
H -5.79 -0.30 0.89
H -3.77 1.42 2.35
C -1.43 1.11 -3.77
H -3.87 -2.55 1.31
C 2.59 2.07 1.18
Si -3.39 -0.22 0.55
H 3.73 -2.18 0.66
Si -2.66 0.56 -2.42
H -2.17 0.73 2.62
H -3.78 2.77 -2.20
C 4.14 0.49 1.44
H 4.46 2.56 2.14
H -1.39 0.31 -4.52
C 2.72 -2.24 -2.07
H -1.82 2.02 -4.23
C -3.25 -2.10 0.52
C 0.97 -1.01 -2.73
C -3.19 -1.19 -2.88
H -4.11 -1.52 -2.37
C -3.19 0.49 2.29
H -2.40 -1.91 -2.64
*
```

Results of the Löwdin charge analysis, in e, for atoms 1 through 8:
1. B -0.47
2. H 0.01
3. H 0.03
4. H -0.03
5. H 0.02
6. C -0.20
7. C -0.07
8. C -0.05


2.
Density functional theory data (wB97M-V/def2-TZVPD) for 9 unconnected molecules or ions with the total composition C17H33Cl15N4O4 in a non-equilibrium geometry.

Results
- SMILES = ClC(Cl)Cl.ClC(Cl)Cl.ClC(Cl)Cl.ClC(Cl)Cl.ClC(Cl)Cl.CNC(C)=O.CNC(C)=O.CNC(C)=O.CNC(C)=O
- maximum force (eV Å⁻¹) = 2.73
- HOMO energy (eV) = -9.175
- E_tot (Eh) = -8090.44591

```
! RIJCOSX wB97M-V def2-TZVPD def2/J DEFGRID3
* xyz 0 1
C -18.81 -4.49 -3.77
N -16.97 -9.00 -6.18
N -15.95 -12.46 -3.66
N -17.83 -10.07 0.04
H -17.42 -6.86 -0.32
H -14.10 -12.50 -1.53
O -17.12 -3.77 -2.22
C -12.94 -5.95 -1.23
C -13.43 -12.15 -9.56
H -19.73 -5.00 -3.47
H -20.27 -12.47 -9.46
C -14.71 -12.96 -3.54
C -11.51 -8.65 -6.64
H -16.18 -10.72 -7.19
C -19.11 -10.06 -2.03
C -16.89 -6.33 -1.11
H -16.58 -5.43 -0.58
H -14.97 -9.63 -6.87
H -19.90 -9.57 -1.46
C -16.62 -10.04 0.84
Cl -12.34 -9.34 -5.25
C -16.89 -8.01 -5.29
H -18.16 -6.65 -2.80
H -15.88 -9.30 0.52
Cl -12.65 -11.05 -10.69
H -15.88 -8.93 -3.64
O -16.75 -10.43 -1.88
C -16.94 -13.00 -4.57
Cl -18.58 -12.38 -11.00
C -17.79 -4.68 -2.63
H -15.99 -10.91 0.73
C -15.92 -9.97 -6.45
H -15.75 -7.22 -3.57
H -16.80 -9.97 1.90
Cl -13.18 -11.77 -7.93
N -17.67 -5.95 -2.26
Cl -20.47 -8.41 -6.80
C -15.74 -8.05 -4.27
H -16.94 -14.09 -4.52
Cl -18.94 -10.85 -8.56
C -21.21 -7.17 -5.82
H -13.97 -11.12 -2.60
C -17.79 -10.15 -1.27
H -17.58 -8.73 -6.93
C -13.81 -12.20 -2.54
Cl -12.44 -7.44 -7.40
H -19.03 -9.35 -2.87
Cl -22.89 -6.86 -6.40
H -16.10 -7.02 -1.37
Cl -9.90 -8.14 -6.23
Cl -13.43 -4.32 -1.73
H -14.79 -8.10 -4.82
H -16.22 -11.69 -3.06
H -11.35 -9.47 -7.33
Cl -13.07 -7.07 -2.57
C -19.19 -12.39 -9.41
H -15.59 -10.48 -5.54
H -20.61 -6.27 -5.94
H -13.00 -13.12 -9.73
H -18.99 -3.44 -3.96
H -18.68 -9.74 0.45
Cl -15.11 -12.38 -10.02
Cl -18.62 -13.71 -8.45
Cl -21.24 -7.55 -4.15
Cl -13.78 -6.55 0.19
O -17.76 -7.14 -5.22
O -14.33 -13.94 -4.19
H -12.77 -12.44 -2.80
H -19.35 -11.08 -2.31
H -17.91 -12.68 -4.21
H -16.69 -12.64 -5.57
H -18.28 -4.94 -4.62
H -11.90 -5.86 -0.96
*
```

Results of the Löwdin charge analysis, in e, for atoms 1 through 8:
1. C 0.00
2. N 0.04
3. N 0.00
4. N 0.04
5. H 0.07
6. H 0.08
7. O 0.04
8. C -1.55


3.
Density functional theory data (wB97M-V/def2-TZVPD) for 6 unconnected molecules or ions with the total composition C17H33Cl2N3O9 in a non-equilibrium geometry.

Results
- maximum force (eV Å⁻¹) = 5.27
- <S²> = 0.76
- HOMO energy (alpha / beta) (eV) = -11.002 / -11.002
- E_tot (Eh) = -2429.00958

```
! RIJCOSX wB97M-V def2-TZVPD def2/J DEFGRID3
* xyz 1 2
H 5.09 -3.82 -18.57
H 1.12 -0.93 -14.26
C 4.83 -3.96 -19.62
H 4.67 -2.13 -11.82
O 5.62 -1.62 -13.55
H 7.04 -3.77 -12.04
H 6.23 6.87 -14.47
C 0.66 2.06 -18.61
H 3.73 2.98 -15.61
H 7.00 6.14 -15.89
Cl 2.74 0.35 -15.27
N 2.47 -4.34 -18.85
H -1.28 -4.55 -14.35
H 2.92 4.28 -16.52
O -3.18 -6.42 -15.76
H -1.26 2.56 -17.49
H 5.18 -4.91 -20.03
C -2.08 -6.48 -14.84
C 3.44 4.03 -15.60
O 6.01 -3.76 -13.74
C 1.42 -0.76 -15.29
H 1.70 -0.40 -19.24
H 5.28 -4.12 -11.95
H 2.68 4.26 -14.85
H 0.51 -5.17 -18.34
H 6.04 7.59 -16.08
H 6.24 -1.40 -11.58
C -3.99 -5.40 -15.47
H 2.89 -2.28 -15.70
O -3.28 -4.59 -14.63
H 0.27 -0.69 -20.23
H 5.54 4.37 -15.76
H 0.11 3.29 -16.81
O 2.79 -3.61 -20.90
C -0.31 3.01 -17.78
C 4.69 6.12 -15.43
C 5.68 -2.06 -12.24
C 0.97 0.07 -19.90
H -2.37 -7.22 -14.09
H 1.97 -1.97 -17.09
C 6.11 6.65 -15.53
H -0.78 0.71 -18.91
H 2.80 -4.62 -17.94
H -1.17 -6.76 -15.36
N 0.17 0.95 -19.14
C 6.05 -3.49 -12.39
O 5.52 -2.55 -15.55
C 1.86 -2.08 -16.01
C 5.72 -2.66 -14.41
H -2.02 -5.40 -13.04
Cl 0.76 -3.46 -15.56
C -2.10 -5.22 -14.11
H 0.44 -3.66 -19.19
N 4.65 4.83 -15.68
O 1.86 2.41 -18.70
H 5.37 -3.16 -20.12
H 1.39 0.68 -20.71
C 3.26 -3.98 -19.87
O -5.20 -5.25 -15.78
H 0.77 -5.12 -20.05
H -0.43 3.97 -18.27
H 0.68 -0.26 -15.90
O 3.65 6.81 -15.41
C 1.01 -4.59 -19.13
*
```

Results of the Löwdin charge analysis, in e, for atoms 1 through 8:
1. H 0.06
2. H 0.07
3. C 0.02
4. H 0.13
5. O 0.06
6. H 0.14
7. H 0.12
8. C -0.52


4.
Density functional theory data (wB97M-V/def2-TZVPD) for a molecular structure, C17H33INOP2Zr in a non-equilibrium geometry.

Results
- maximum force (eV Å⁻¹) = 9.34
- HOMO energy (alpha / beta) (eV) = -16.627 / -16.628
- E_tot (Eh) = -1823.89875

```
! RIJCOSX wB97M-V def2-TZVPD def2/J DEFGRID3
* xyz 3 1
H 0.63 -0.70 4.04
H 3.99 0.26 2.79
H -2.36 -3.20 -1.94
P -0.31 2.38 -1.41
H 1.87 -3.67 -1.93
C 0.16 3.35 0.06
Zr 0.04 -0.23 -1.13
C -0.15 -0.70 3.28
H 3.80 1.92 2.17
H 1.76 0.77 0.82
H -1.68 -1.43 4.61
H 0.62 -4.95 -1.83
H 3.75 1.62 3.93
C 0.18 -0.23 2.00
H -2.88 -0.59 0.55
C -1.45 -1.07 3.60
C 0.81 -3.89 -2.06
H -2.33 2.64 -2.74
H -0.33 -3.08 1.52
H 0.19 0.07 -5.92
H -0.71 -1.13 -4.91
C 3.48 1.21 2.95
C -0.24 -0.14 -4.93
H 1.21 3.17 0.32
C 1.24 2.10 3.32
H 0.52 -3.68 -3.10
H 0.28 -4.58 0.75
C -1.85 -3.58 -1.04
H 1.24 2.91 2.57
H -2.65 2.85 -0.99
H -2.45 -3.30 -0.16
H -1.76 -4.67 -1.09
O -3.10 -0.34 -2.16
N 2.06 0.97 2.92
H 2.30 -0.66 1.70
H -1.85 4.17 -1.92
C 0.33 -3.49 0.74
H 0.02 4.43 -0.13
H -3.45 -1.26 2.84
C 1.61 0.20 1.77
C -2.42 -1.00 2.61
H 1.78 2.91 -2.54
H 0.45 2.66 -3.70
H 0.20 1.79 3.50
H 1.35 -3.17 0.96
C -0.79 -0.21 0.98
P -0.18 -2.86 -0.91
C -1.98 -0.30 -1.80
H -0.96 0.63 -4.64
C 0.72 3.11 -2.74
H 1.66 2.49 4.26
I 1.58 -0.24 -3.52
C -2.09 -0.58 1.31
H -0.46 3.06 0.92
H 0.56 4.20 -2.77
C -1.95 3.08 -1.81
*
```

Results of the Löwdin charge analysis, in e, for atoms 1 through 8:
1. H 0.14
2. H 0.10
3. H 0.05
4. P 0.72
5. H 0.06
6. C -0.23
7. Zr 0.99
8. C -0.02


What did the fourth record say?
Density functional theory data (wB97M-V/def2-TZVPD) for a molecular structure, C17H33INOP2Zr in a non-equilibrium geometry.

Results
- maximum force (eV Å⁻¹) = 9.34
- HOMO energy (alpha / beta) (eV) = -16.627 / -16.628
- E_tot (Eh) = -1823.89875

```
! RIJCOSX wB97M-V def2-TZVPD def2/J DEFGRID3
* xyz 3 1
H 0.63 -0.70 4.04
H 3.99 0.26 2.79
H -2.36 -3.20 -1.94
P -0.31 2.38 -1.41
H 1.87 -3.67 -1.93
C 0.16 3.35 0.06
Zr 0.04 -0.23 -1.13
C -0.15 -0.70 3.28
H 3.80 1.92 2.17
H 1.76 0.77 0.82
H -1.68 -1.43 4.61
H 0.62 -4.95 -1.83
H 3.75 1.62 3.93
C 0.18 -0.23 2.00
H -2.88 -0.59 0.55
C -1.45 -1.07 3.60
C 0.81 -3.89 -2.06
H -2.33 2.64 -2.74
H -0.33 -3.08 1.52
H 0.19 0.07 -5.92
H -0.71 -1.13 -4.91
C 3.48 1.21 2.95
C -0.24 -0.14 -4.93
H 1.21 3.17 0.32
C 1.24 2.10 3.32
H 0.52 -3.68 -3.10
H 0.28 -4.58 0.75
C -1.85 -3.58 -1.04
H 1.24 2.91 2.57
H -2.65 2.85 -0.99
H -2.45 -3.30 -0.16
H -1.76 -4.67 -1.09
O -3.10 -0.34 -2.16
N 2.06 0.97 2.92
H 2.30 -0.66 1.70
H -1.85 4.17 -1.92
C 0.33 -3.49 0.74
H 0.02 4.43 -0.13
H -3.45 -1.26 2.84
C 1.61 0.20 1.77
C -2.42 -1.00 2.61
H 1.78 2.91 -2.54
H 0.45 2.66 -3.70
H 0.20 1.79 3.50
H 1.35 -3.17 0.96
C -0.79 -0.21 0.98
P -0.18 -2.86 -0.91
C -1.98 -0.30 -1.80
H -0.96 0.63 -4.64
C 0.72 3.11 -2.74
H 1.66 2.49 4.26
I 1.58 -0.24 -3.52
C -2.09 -0.58 1.31
H -0.46 3.06 0.92
H 0.56 4.20 -2.77
C -1.95 3.08 -1.81
*
```

Results of the Löwdin charge analysis, in e, for atoms 1 through 8:
1. H 0.14
2. H 0.10
3. H 0.05
4. P 0.72
5. H 0.06
6. C -0.23
7. Zr 0.99
8. C -0.02


Repeat the fourth record exactly.
Density functional theory data (wB97M-V/def2-TZVPD) for a molecular structure, C17H33INOP2Zr in a non-equilibrium geometry.

Results
- maximum force (eV Å⁻¹) = 9.34
- HOMO energy (alpha / beta) (eV) = -16.627 / -16.628
- E_tot (Eh) = -1823.89875

```
! RIJCOSX wB97M-V def2-TZVPD def2/J DEFGRID3
* xyz 3 1
H 0.63 -0.70 4.04
H 3.99 0.26 2.79
H -2.36 -3.20 -1.94
P -0.31 2.38 -1.41
H 1.87 -3.67 -1.93
C 0.16 3.35 0.06
Zr 0.04 -0.23 -1.13
C -0.15 -0.70 3.28
H 3.80 1.92 2.17
H 1.76 0.77 0.82
H -1.68 -1.43 4.61
H 0.62 -4.95 -1.83
H 3.75 1.62 3.93
C 0.18 -0.23 2.00
H -2.88 -0.59 0.55
C -1.45 -1.07 3.60
C 0.81 -3.89 -2.06
H -2.33 2.64 -2.74
H -0.33 -3.08 1.52
H 0.19 0.07 -5.92
H -0.71 -1.13 -4.91
C 3.48 1.21 2.95
C -0.24 -0.14 -4.93
H 1.21 3.17 0.32
C 1.24 2.10 3.32
H 0.52 -3.68 -3.10
H 0.28 -4.58 0.75
C -1.85 -3.58 -1.04
H 1.24 2.91 2.57
H -2.65 2.85 -0.99
H -2.45 -3.30 -0.16
H -1.76 -4.67 -1.09
O -3.10 -0.34 -2.16
N 2.06 0.97 2.92
H 2.30 -0.66 1.70
H -1.85 4.17 -1.92
C 0.33 -3.49 0.74
H 0.02 4.43 -0.13
H -3.45 -1.26 2.84
C 1.61 0.20 1.77
C -2.42 -1.00 2.61
H 1.78 2.91 -2.54
H 0.45 2.66 -3.70
H 0.20 1.79 3.50
H 1.35 -3.17 0.96
C -0.79 -0.21 0.98
P -0.18 -2.86 -0.91
C -1.98 -0.30 -1.80
H -0.96 0.63 -4.64
C 0.72 3.11 -2.74
H 1.66 2.49 4.26
I 1.58 -0.24 -3.52
C -2.09 -0.58 1.31
H -0.46 3.06 0.92
H 0.56 4.20 -2.77
C -1.95 3.08 -1.81
*
```

Results of the Löwdin charge analysis, in e, for atoms 1 through 8:
1. H 0.14
2. H 0.10
3. H 0.05
4. P 0.72
5. H 0.06
6. C -0.23
7. Zr 0.99
8. C -0.02


What did the second record say?
Density functional theory data (wB97M-V/def2-TZVPD) for 9 unconnected molecules or ions with the total composition C17H33Cl15N4O4 in a non-equilibrium geometry.

Results
- SMILES = ClC(Cl)Cl.ClC(Cl)Cl.ClC(Cl)Cl.ClC(Cl)Cl.ClC(Cl)Cl.CNC(C)=O.CNC(C)=O.CNC(C)=O.CNC(C)=O
- maximum force (eV Å⁻¹) = 2.73
- HOMO energy (eV) = -9.175
- E_tot (Eh) = -8090.44591

```
! RIJCOSX wB97M-V def2-TZVPD def2/J DEFGRID3
* xyz 0 1
C -18.81 -4.49 -3.77
N -16.97 -9.00 -6.18
N -15.95 -12.46 -3.66
N -17.83 -10.07 0.04
H -17.42 -6.86 -0.32
H -14.10 -12.50 -1.53
O -17.12 -3.77 -2.22
C -12.94 -5.95 -1.23
C -13.43 -12.15 -9.56
H -19.73 -5.00 -3.47
H -20.27 -12.47 -9.46
C -14.71 -12.96 -3.54
C -11.51 -8.65 -6.64
H -16.18 -10.72 -7.19
C -19.11 -10.06 -2.03
C -16.89 -6.33 -1.11
H -16.58 -5.43 -0.58
H -14.97 -9.63 -6.87
H -19.90 -9.57 -1.46
C -16.62 -10.04 0.84
Cl -12.34 -9.34 -5.25
C -16.89 -8.01 -5.29
H -18.16 -6.65 -2.80
H -15.88 -9.30 0.52
Cl -12.65 -11.05 -10.69
H -15.88 -8.93 -3.64
O -16.75 -10.43 -1.88
C -16.94 -13.00 -4.57
Cl -18.58 -12.38 -11.00
C -17.79 -4.68 -2.63
H -15.99 -10.91 0.73
C -15.92 -9.97 -6.45
H -15.75 -7.22 -3.57
H -16.80 -9.97 1.90
Cl -13.18 -11.77 -7.93
N -17.67 -5.95 -2.26
Cl -20.47 -8.41 -6.80
C -15.74 -8.05 -4.27
H -16.94 -14.09 -4.52
Cl -18.94 -10.85 -8.56
C -21.21 -7.17 -5.82
H -13.97 -11.12 -2.60
C -17.79 -10.15 -1.27
H -17.58 -8.73 -6.93
C -13.81 -12.20 -2.54
Cl -12.44 -7.44 -7.40
H -19.03 -9.35 -2.87
Cl -22.89 -6.86 -6.40
H -16.10 -7.02 -1.37
Cl -9.90 -8.14 -6.23
Cl -13.43 -4.32 -1.73
H -14.79 -8.10 -4.82
H -16.22 -11.69 -3.06
H -11.35 -9.47 -7.33
Cl -13.07 -7.07 -2.57
C -19.19 -12.39 -9.41
H -15.59 -10.48 -5.54
H -20.61 -6.27 -5.94
H -13.00 -13.12 -9.73
H -18.99 -3.44 -3.96
H -18.68 -9.74 0.45
Cl -15.11 -12.38 -10.02
Cl -18.62 -13.71 -8.45
Cl -21.24 -7.55 -4.15
Cl -13.78 -6.55 0.19
O -17.76 -7.14 -5.22
O -14.33 -13.94 -4.19
H -12.77 -12.44 -2.80
H -19.35 -11.08 -2.31
H -17.91 -12.68 -4.21
H -16.69 -12.64 -5.57
H -18.28 -4.94 -4.62
H -11.90 -5.86 -0.96
*
```

Results of the Löwdin charge analysis, in e, for atoms 1 through 8:
1. C 0.00
2. N 0.04
3. N 0.00
4. N 0.04
5. H 0.07
6. H 0.08
7. O 0.04
8. C -1.55


Q: Which value of E_tot does entry 4 give?
A: -1823.89875 Eh